Record 1
DFT (ωB97M-V with the def2-TZVPD basis set) results for a 8-piece molecular cluster, C20H33Cl14NO2 overall at a distorted geometry.

Output
* HOMO-LUMO gap: 9.50 eV
* max |F|: 2.636 eV/A
* energy above the lowest of the compared OMol25 structures with the same formula, charge and spin: 13.9 kcal/mol
* charge: 0

Atoms and positions in Å:
O -3.62578 -0.67111 -5.51347
N -2.81928 -1.58103 -5.47554
O -1.80390 -1.68681 -6.18467
C -2.87669 -2.49583 -4.27673
C -1.96159 -3.53179 -4.13902
C -2.01010 -4.44086 -3.07840
C -2.82450 -4.12595 -1.97569
C -3.70516 -3.02493 -2.06024
C -3.76109 -2.23715 -3.21423
H -1.23901 -3.57082 -4.94074
H -1.23479 -5.19256 -3.06252
H -2.81506 -4.58620 -0.99872
H -4.37487 -2.78076 -1.24891
H -4.45521 -1.42050 -3.34725
Cl -4.16406 3.84011 -1.89496
C -3.46158 4.72356 -3.23620
C -3.33109 6.23378 -2.92965
Cl -2.02364 6.43980 -1.79888
H -4.13568 4.57777 -4.08026
H -2.47835 4.27826 -3.38811
H -4.20764 6.68455 -2.46428
H -3.08445 6.84020 -3.80117
Cl -6.84518 5.25867 4.79210
C -5.72471 6.50947 4.04334
C -4.90034 5.96446 2.95783
Cl -3.64854 4.64347 3.41038
H -5.05767 6.91410 4.80454
H -6.33683 7.38588 3.83040
H -4.38973 6.67787 2.31098
H -5.64177 5.41899 2.37401
Cl 0.99835 0.38126 -0.79469
C -0.17303 0.22563 0.55905
C 0.39555 0.71333 1.90701
Cl 1.81746 -0.28763 2.34198
H -0.44575 -0.82568 0.65112
H -1.04663 0.75231 0.17495
H -0.40390 0.62367 2.64250
H 0.76764 1.72969 1.77793
Cl 3.63944 -2.00743 -7.11477
C 4.13483 -1.37726 -5.53277
C 4.63334 -2.46458 -4.56644
Cl 5.05566 -1.82710 -2.87496
H 3.27407 -0.94189 -5.02519
H 4.80929 -0.53970 -5.71081
H 5.53241 -2.99460 -4.88084
H 3.82921 -3.19226 -4.45703
Cl 0.95473 -5.04212 1.93031
C 2.47326 -5.22914 0.96113
C 3.60727 -5.55055 1.95401
Cl 4.99127 -6.28990 1.08643
H 2.69002 -4.25902 0.51392
H 2.41091 -5.90707 0.10989
H 3.37772 -6.33765 2.67227
H 4.02297 -4.74258 2.55609
Cl 7.82630 4.07106 0.55096
C 6.30633 3.16181 0.35007
C 5.16698 4.16547 0.07448
Cl 4.47564 5.03208 1.39233
H 6.15542 2.51167 1.21185
H 6.49604 2.55202 -0.53326
H 4.38386 3.54174 -0.35656
H 5.40854 4.83375 -0.75205
Cl -1.87956 -3.31585 7.88271
C -0.34533 -3.21774 7.14766
C 0.78297 -2.96788 8.13082
Cl 0.78876 -4.26311 9.28509
H -0.30026 -2.49696 6.33125
H -0.12619 -4.19842 6.72535
H 0.71785 -2.01652 8.65878
H 1.73465 -3.04760 7.60541

Record 2
DFT (ωB97M-V with the def2-TZVPD basis set) results for C20H34AlBBeBrF2N2O16P as an isolated structure at a distorted geometry.

Output
* HOMO-LUMO gap: 2.19 eV
* max |F|: 10.933 eV/A
* charge: 0

Atoms and positions in Å:
C -0.95441 -3.89930 3.17030
C -1.54344 -3.18027 2.25491
C -0.87020 -1.91229 1.73761
N -1.55483 -0.66940 2.10939
C -0.65881 0.48271 2.23985
C -1.42149 1.80343 2.28216
B -0.53135 2.93087 1.61087
O 0.16968 2.65746 0.46559
O -0.37122 4.20664 2.05984
C 0.36590 0.43166 3.36651
O 0.25958 1.23797 4.26164
O 1.27976 -0.29732 3.41411
P -2.71929 -0.87080 3.30474
C -4.27521 -0.09456 2.67191
O -2.40107 0.00281 4.68654
H -1.29330 -4.91693 3.30658
H -0.12903 -3.44370 3.70155
H -2.49378 -3.49958 1.83173
H 0.19026 -1.95781 1.99321
H -0.91942 -1.98126 0.63301
H -0.09390 0.53172 1.29856
H -1.78729 2.07170 3.27625
H -2.28736 1.64657 1.53621
H -0.20451 3.11763 -0.29036
H -0.50536 4.21666 3.01063
H -4.28732 0.93741 3.02789
H -4.18661 -0.08531 1.58548
H -5.15592 -0.63355 3.01977
H -2.32166 -0.59774 5.43171
C 2.41455 5.71168 0.96666
O 2.95863 4.60390 0.28703
H 3.09718 6.55622 0.92412
H 1.44360 5.98095 0.50064
H 2.26606 5.41984 2.00959
H 2.27691 3.93530 0.44049
Al -3.31125 -2.69428 4.89430
O -0.98810 6.85724 0.12261
H -0.94796 6.07310 0.69867
C 3.02204 -2.18111 -1.36673
O 2.92692 -0.81463 -1.78286
C 3.68107 0.00740 -1.07039
O 4.38949 -0.30992 -0.15986
O 3.50872 1.24537 -1.52413
C 4.26823 2.20396 -0.79118
H 2.36231 -2.75873 -2.00277
H 4.03775 -2.55138 -1.49506
H 2.69799 -2.29466 -0.33514
H 5.33774 2.00918 -0.85225
H 3.93521 2.19536 0.24401
H 4.07340 3.18345 -1.21046
C 1.54309 1.17996 -4.29979
C 1.56772 2.56466 -4.20767
C 0.96193 3.33816 -5.18796
C 0.32350 2.72694 -6.25636
C 0.29612 1.34231 -6.34767
C 0.90959 0.56941 -5.37193
H 2.01885 0.57775 -3.53942
H 2.06114 3.04079 -3.36974
H 0.98710 4.41825 -5.11837
H -0.15312 3.32970 -7.01880
H -0.20345 0.86522 -7.18114
H 0.89275 -0.51031 -5.44653
F 2.36346 2.05387 2.91042
Be -2.19332 -3.54497 -0.31567
C -1.08933 -5.36353 -0.17143
C -0.45501 -4.05168 0.17034
O 0.74404 -4.06989 -0.58127
C 0.48163 -4.84229 -1.68495
O 1.14925 -4.86144 -2.65010
O -0.65321 -5.56580 -1.52045
F -0.13363 -3.98762 1.50114
H -0.72744 -6.18578 0.44997
H -2.17491 -5.32515 -0.10602
H -1.04983 -3.17885 -0.10526
N -4.29030 -4.11133 -1.43107
O -3.53540 -3.27154 -0.88505
O -5.19963 -3.72793 -2.15326
O -4.11177 -5.31803 -1.23651
Br -3.03916 1.45034 -0.34240

What did the first record say?
DFT (ωB97M-V with the def2-TZVPD basis set) results for a 8-piece molecular cluster, C20H33Cl14NO2 overall at a distorted geometry.

Output
* HOMO-LUMO gap: 9.50 eV
* max |F|: 2.636 eV/A
* energy above the lowest of the compared OMol25 structures with the same formula, charge and spin: 13.9 kcal/mol
* charge: 0

Atoms and positions in Å:
O -3.62578 -0.67111 -5.51347
N -2.81928 -1.58103 -5.47554
O -1.80390 -1.68681 -6.18467
C -2.87669 -2.49583 -4.27673
C -1.96159 -3.53179 -4.13902
C -2.01010 -4.44086 -3.07840
C -2.82450 -4.12595 -1.97569
C -3.70516 -3.02493 -2.06024
C -3.76109 -2.23715 -3.21423
H -1.23901 -3.57082 -4.94074
H -1.23479 -5.19256 -3.06252
H -2.81506 -4.58620 -0.99872
H -4.37487 -2.78076 -1.24891
H -4.45521 -1.42050 -3.34725
Cl -4.16406 3.84011 -1.89496
C -3.46158 4.72356 -3.23620
C -3.33109 6.23378 -2.92965
Cl -2.02364 6.43980 -1.79888
H -4.13568 4.57777 -4.08026
H -2.47835 4.27826 -3.38811
H -4.20764 6.68455 -2.46428
H -3.08445 6.84020 -3.80117
Cl -6.84518 5.25867 4.79210
C -5.72471 6.50947 4.04334
C -4.90034 5.96446 2.95783
Cl -3.64854 4.64347 3.41038
H -5.05767 6.91410 4.80454
H -6.33683 7.38588 3.83040
H -4.38973 6.67787 2.31098
H -5.64177 5.41899 2.37401
Cl 0.99835 0.38126 -0.79469
C -0.17303 0.22563 0.55905
C 0.39555 0.71333 1.90701
Cl 1.81746 -0.28763 2.34198
H -0.44575 -0.82568 0.65112
H -1.04663 0.75231 0.17495
H -0.40390 0.62367 2.64250
H 0.76764 1.72969 1.77793
Cl 3.63944 -2.00743 -7.11477
C 4.13483 -1.37726 -5.53277
C 4.63334 -2.46458 -4.56644
Cl 5.05566 -1.82710 -2.87496
H 3.27407 -0.94189 -5.02519
H 4.80929 -0.53970 -5.71081
H 5.53241 -2.99460 -4.88084
H 3.82921 -3.19226 -4.45703
Cl 0.95473 -5.04212 1.93031
C 2.47326 -5.22914 0.96113
C 3.60727 -5.55055 1.95401
Cl 4.99127 -6.28990 1.08643
H 2.69002 -4.25902 0.51392
H 2.41091 -5.90707 0.10989
H 3.37772 -6.33765 2.67227
H 4.02297 -4.74258 2.55609
Cl 7.82630 4.07106 0.55096
C 6.30633 3.16181 0.35007
C 5.16698 4.16547 0.07448
Cl 4.47564 5.03208 1.39233
H 6.15542 2.51167 1.21185
H 6.49604 2.55202 -0.53326
H 4.38386 3.54174 -0.35656
H 5.40854 4.83375 -0.75205
Cl -1.87956 -3.31585 7.88271
C -0.34533 -3.21774 7.14766
C 0.78297 -2.96788 8.13082
Cl 0.78876 -4.26311 9.28509
H -0.30026 -2.49696 6.33125
H -0.12619 -4.19842 6.72535
H 0.71785 -2.01652 8.65878
H 1.73465 -3.04760 7.60541

Please write out number 2 again, unchanged.
DFT (ωB97M-V with the def2-TZVPD basis set) results for C20H34AlBBeBrF2N2O16P as an isolated structure at a distorted geometry.

Output
* HOMO-LUMO gap: 2.19 eV
* max |F|: 10.933 eV/A
* charge: 0

Atoms and positions in Å:
C -0.95441 -3.89930 3.17030
C -1.54344 -3.18027 2.25491
C -0.87020 -1.91229 1.73761
N -1.55483 -0.66940 2.10939
C -0.65881 0.48271 2.23985
C -1.42149 1.80343 2.28216
B -0.53135 2.93087 1.61087
O 0.16968 2.65746 0.46559
O -0.37122 4.20664 2.05984
C 0.36590 0.43166 3.36651
O 0.25958 1.23797 4.26164
O 1.27976 -0.29732 3.41411
P -2.71929 -0.87080 3.30474
C -4.27521 -0.09456 2.67191
O -2.40107 0.00281 4.68654
H -1.29330 -4.91693 3.30658
H -0.12903 -3.44370 3.70155
H -2.49378 -3.49958 1.83173
H 0.19026 -1.95781 1.99321
H -0.91942 -1.98126 0.63301
H -0.09390 0.53172 1.29856
H -1.78729 2.07170 3.27625
H -2.28736 1.64657 1.53621
H -0.20451 3.11763 -0.29036
H -0.50536 4.21666 3.01063
H -4.28732 0.93741 3.02789
H -4.18661 -0.08531 1.58548
H -5.15592 -0.63355 3.01977
H -2.32166 -0.59774 5.43171
C 2.41455 5.71168 0.96666
O 2.95863 4.60390 0.28703
H 3.09718 6.55622 0.92412
H 1.44360 5.98095 0.50064
H 2.26606 5.41984 2.00959
H 2.27691 3.93530 0.44049
Al -3.31125 -2.69428 4.89430
O -0.98810 6.85724 0.12261
H -0.94796 6.07310 0.69867
C 3.02204 -2.18111 -1.36673
O 2.92692 -0.81463 -1.78286
C 3.68107 0.00740 -1.07039
O 4.38949 -0.30992 -0.15986
O 3.50872 1.24537 -1.52413
C 4.26823 2.20396 -0.79118
H 2.36231 -2.75873 -2.00277
H 4.03775 -2.55138 -1.49506
H 2.69799 -2.29466 -0.33514
H 5.33774 2.00918 -0.85225
H 3.93521 2.19536 0.24401
H 4.07340 3.18345 -1.21046
C 1.54309 1.17996 -4.29979
C 1.56772 2.56466 -4.20767
C 0.96193 3.33816 -5.18796
C 0.32350 2.72694 -6.25636
C 0.29612 1.34231 -6.34767
C 0.90959 0.56941 -5.37193
H 2.01885 0.57775 -3.53942
H 2.06114 3.04079 -3.36974
H 0.98710 4.41825 -5.11837
H -0.15312 3.32970 -7.01880
H -0.20345 0.86522 -7.18114
H 0.89275 -0.51031 -5.44653
F 2.36346 2.05387 2.91042
Be -2.19332 -3.54497 -0.31567
C -1.08933 -5.36353 -0.17143
C -0.45501 -4.05168 0.17034
O 0.74404 -4.06989 -0.58127
C 0.48163 -4.84229 -1.68495
O 1.14925 -4.86144 -2.65010
O -0.65321 -5.56580 -1.52045
F -0.13363 -3.98762 1.50114
H -0.72744 -6.18578 0.44997
H -2.17491 -5.32515 -0.10602
H -1.04983 -3.17885 -0.10526
N -4.29030 -4.11133 -1.43107
O -3.53540 -3.27154 -0.88505
O -5.19963 -3.72793 -2.15326
O -4.11177 -5.31803 -1.23651
Br -3.03916 1.45034 -0.34240

Please write out number 2 again, unchanged.
DFT (ωB97M-V with the def2-TZVPD basis set) results for C20H34AlBBeBrF2N2O16P as an isolated structure at a distorted geometry.

Output
* HOMO-LUMO gap: 2.19 eV
* max |F|: 10.933 eV/A
* charge: 0

Atoms and positions in Å:
C -0.95441 -3.89930 3.17030
C -1.54344 -3.18027 2.25491
C -0.87020 -1.91229 1.73761
N -1.55483 -0.66940 2.10939
C -0.65881 0.48271 2.23985
C -1.42149 1.80343 2.28216
B -0.53135 2.93087 1.61087
O 0.16968 2.65746 0.46559
O -0.37122 4.20664 2.05984
C 0.36590 0.43166 3.36651
O 0.25958 1.23797 4.26164
O 1.27976 -0.29732 3.41411
P -2.71929 -0.87080 3.30474
C -4.27521 -0.09456 2.67191
O -2.40107 0.00281 4.68654
H -1.29330 -4.91693 3.30658
H -0.12903 -3.44370 3.70155
H -2.49378 -3.49958 1.83173
H 0.19026 -1.95781 1.99321
H -0.91942 -1.98126 0.63301
H -0.09390 0.53172 1.29856
H -1.78729 2.07170 3.27625
H -2.28736 1.64657 1.53621
H -0.20451 3.11763 -0.29036
H -0.50536 4.21666 3.01063
H -4.28732 0.93741 3.02789
H -4.18661 -0.08531 1.58548
H -5.15592 -0.63355 3.01977
H -2.32166 -0.59774 5.43171
C 2.41455 5.71168 0.96666
O 2.95863 4.60390 0.28703
H 3.09718 6.55622 0.92412
H 1.44360 5.98095 0.50064
H 2.26606 5.41984 2.00959
H 2.27691 3.93530 0.44049
Al -3.31125 -2.69428 4.89430
O -0.98810 6.85724 0.12261
H -0.94796 6.07310 0.69867
C 3.02204 -2.18111 -1.36673
O 2.92692 -0.81463 -1.78286
C 3.68107 0.00740 -1.07039
O 4.38949 -0.30992 -0.15986
O 3.50872 1.24537 -1.52413
C 4.26823 2.20396 -0.79118
H 2.36231 -2.75873 -2.00277
H 4.03775 -2.55138 -1.49506
H 2.69799 -2.29466 -0.33514
H 5.33774 2.00918 -0.85225
H 3.93521 2.19536 0.24401
H 4.07340 3.18345 -1.21046
C 1.54309 1.17996 -4.29979
C 1.56772 2.56466 -4.20767
C 0.96193 3.33816 -5.18796
C 0.32350 2.72694 -6.25636
C 0.29612 1.34231 -6.34767
C 0.90959 0.56941 -5.37193
H 2.01885 0.57775 -3.53942
H 2.06114 3.04079 -3.36974
H 0.98710 4.41825 -5.11837
H -0.15312 3.32970 -7.01880
H -0.20345 0.86522 -7.18114
H 0.89275 -0.51031 -5.44653
F 2.36346 2.05387 2.91042
Be -2.19332 -3.54497 -0.31567
C -1.08933 -5.36353 -0.17143
C -0.45501 -4.05168 0.17034
O 0.74404 -4.06989 -0.58127
C 0.48163 -4.84229 -1.68495
O 1.14925 -4.86144 -2.65010
O -0.65321 -5.56580 -1.52045
F -0.13363 -3.98762 1.50114
H -0.72744 -6.18578 0.44997
H -2.17491 -5.32515 -0.10602
H -1.04983 -3.17885 -0.10526
N -4.29030 -4.11133 -1.43107
O -3.53540 -3.27154 -0.88505
O -5.19963 -3.72793 -2.15326
O -4.11177 -5.31803 -1.23651
Br -3.03916 1.45034 -0.34240